--- a ---
DFT (ωB97M-V with the def2-TZVPD basis set) results for a cluster of 3 separate species, C2H11NO3 in total.

Values from the calculation:
Frontier orbital gap (eV): 10.3

XYZ file:
```
17
Properties=species:S:1:pos:R:3:nbo_charge:R:1
C -2.38166 -0.64344 1.14973 -0.42
N -2.06923 0.19827 -0.01699 -0.63
C -0.95258 1.05768 0.18594 0.08
O 0.29233 0.36747 0.50107 -0.78
H -1.67218 -1.45532 1.30806 0.18
H -2.27352 -0.00623 2.03072 0.20
H -3.42478 -0.93328 1.09066 0.20
H -1.87222 -0.37693 -0.83386 0.35
H -1.09336 1.67660 1.08351 0.16
H -0.81956 1.77694 -0.62293 0.17
H 0.31601 -0.35614 -0.16885 0.49
O 1.53954 -1.72664 -0.81685 -0.96
H 1.82230 -2.10619 0.05015 0.48
H 2.29920 -1.15767 -1.06002 0.50
O 2.74663 0.91968 -0.84914 -0.99
H 3.08725 1.80249 -0.69023 0.48
H 1.88186 0.89581 -0.39460 0.50
```


--- b ---
DFT (ωB97M-V with the def2-TZVPD basis set) results for a cluster of 3 separate species, C2H11NO3 in total.

Values from the calculation:
Frontier orbital gap (eV): 9.8

XYZ file:
```
17
Properties=species:S:1:pos:R:3:nbo_charge:R:1
C -0.67928 -1.27364 -0.86245 -0.44
N -0.39542 -0.42342 0.29973 -0.66
C 0.42204 -1.27988 1.20035 0.07
O -0.35694 -2.23664 1.81610 -0.73
H -0.17698 -2.17090 -0.81296 0.20
H -0.49603 -0.58176 -1.71457 0.20
H -1.73134 -1.38220 -1.13725 0.20
H -1.15762 -0.15310 0.89560 0.37
H 1.17805 -1.80587 0.62927 0.16
H 0.98152 -0.70756 2.01493 0.17
H -0.56252 -1.95180 2.81018 0.48
O -1.65509 4.15368 -1.67389 -0.95
H -1.41244 4.05321 -0.72077 0.48
H -0.81667 4.02141 -2.24761 0.48
O 2.55906 0.41540 0.02586 -0.94
H 1.72029 0.05905 -0.17525 0.47
H 2.57938 1.26400 -0.34726 0.46
```


Which one sits at the bottom of the stability order? b does.


--- a ---
DFT (ωB97M-V with the def2-TZVPD basis set) results for a structure of composition C2H11NO3.

Values from the calculation:
Frontier orbital gap (eV): 8.0

XYZ file:
```
17
Properties=species:S:1:pos:R:3:nbo_charge:R:1
C -2.78572 -0.04814 1.15593 -0.44
C -1.02591 -0.73534 0.42095 0.27
N -1.78712 0.19526 -0.00220 -0.70
H -2.41707 0.21519 2.15952 0.19
H -3.20441 -1.05370 1.17224 0.19
H -3.64785 0.62423 0.94050 0.25
H -0.21551 -0.56739 1.15402 0.14
H -1.14598 -1.77487 0.09410 0.15
H -0.09336 2.40614 -1.40692 0.48
H -0.54895 1.36289 -0.34738 0.50
O 0.20255 1.98321 -0.58931 -0.99
H 2.99165 1.02090 0.06869 0.48
H 1.56807 1.07487 -0.53036 0.50
O 2.37615 0.53874 -0.49699 -1.00
H 2.59510 -2.50073 -0.99619 0.46
H 2.11154 -1.16847 -0.46317 0.49
O 2.01748 -2.10463 -0.34219 -0.98
```


--- b ---
DFT (ωB97M-V with the def2-TZVPD basis set) results for a cluster of 4 separate species, C2H11NO3 in total.

Values from the calculation:
Frontier orbital gap (eV): 9.1

XYZ file:
```
17
Properties=species:S:1:pos:R:3:nbo_charge:R:1
C 0.54751 -0.00527 2.11912 -0.58
C -0.43246 0.82595 1.75741 0.03
N -1.18522 0.62668 0.62421 -0.82
H 0.78483 -0.80130 1.41730 0.18
H 0.96473 -0.06450 3.10910 0.21
H -0.70164 1.70504 2.32258 0.19
H -0.80509 0.06424 -0.11760 0.39
H -1.68665 1.39101 0.19930 0.38
O -1.39830 -2.22285 -0.49386 -0.95
H -1.98072 -2.42362 0.24207 0.48
H -1.78045 -1.47297 -0.96087 0.47
O 2.35504 0.63148 -0.94791 -0.96
H 2.82844 1.44179 -0.74028 0.48
H 1.86978 0.38106 -0.16261 0.48
O -0.09013 0.34770 -2.20570 -0.99
H 0.60381 0.95779 -1.93498 0.51
H 0.04126 -0.59188 -2.08938 0.49
```


Which one sits at the bottom of the stability order? a does.


--- a ---
DFT (ωB97M-V with the def2-TZVPD basis set) results for a cluster of 3 separate species, C2H11NO3 in total.

Values from the calculation:
Frontier orbital gap (eV): 10.5

XYZ file:
```
17
Properties=species:S:1:pos:R:3:nbo_charge:R:1
N 2.23199 -1.17714 0.39411 -0.84
C 1.90282 -2.59781 0.40369 -0.25
C 0.43504 -2.73788 0.04083 -0.06
O 0.16108 -2.16855 -1.21887 -0.73
H 3.22147 -1.05590 0.56444 0.36
H 1.76717 -0.74860 1.19733 0.35
H 2.48693 -3.14497 -0.33868 0.19
H 2.10524 -3.06983 1.38373 0.17
H 0.05879 -3.75159 0.04642 0.19
H -0.12941 -2.19503 0.81558 0.14
H 0.47828 -1.26330 -1.26954 0.48
O -2.93142 2.00228 -2.21419 -0.94
H -3.19726 1.12994 -1.87933 0.47
H -3.55503 2.18957 -2.92111 0.47
O -1.07093 5.34710 2.55363 -0.94
H -1.07224 6.15637 2.04097 0.47
H -1.68358 4.72811 2.15170 0.47
```


--- b ---
DFT (ωB97M-V with the def2-TZVPD basis set) results for a cluster of 4 separate species, C2H11NO3 in total.

Values from the calculation:
Frontier orbital gap (eV): 8.9

XYZ file:
```
17
Properties=species:S:1:pos:R:3:nbo_charge:R:1
C -1.22673 -1.09888 -0.59381 -0.56
C 0.09875 -1.07063 -0.84465 0.01
N 1.16572 -0.99209 0.02406 -0.84
H -1.55290 -0.42106 0.19848 0.16
H -1.90943 -1.62545 -1.23503 0.22
H 0.36601 -1.53654 -1.79441 0.18
H 0.96964 -0.74514 0.98057 0.40
H 1.99035 -1.46923 -0.24511 0.40
O -0.18102 1.92420 -2.68979 -0.95
H -0.03298 0.97868 -2.61908 0.46
H -0.46353 2.19902 -1.81593 0.48
O -0.03473 2.11496 0.54059 -0.95
H 0.86883 1.86654 0.77114 0.48
H -0.53548 1.32592 0.38482 0.46
O 0.37259 -0.16581 2.91362 -0.94
H 0.67139 -0.99886 3.28126 0.48
H -0.56650 -0.28564 2.74326 0.48
```


Which one sits at the bottom of the stability order? b does.